# 1
The following is a quantum chemistry calculation of a 3-piece molecular cluster, C5H4N3O5 overall at a distorted geometry, from the OMol25 dataset.

Bonds (Å) are listed after each position.
Cartesian coordinates (Å):
1 C 4.248 0.054 -0.315  N6 1.150
2 C 0.746 -0.342 0.739  C4 1.555, N7 1.378, O11 1.183
3 C 2.888 -2.797 -0.058  O9 1.133, O12 1.144
4 C -0.501 -0.662 -0.133  C2 1.555, H14 1.101, H15 1.071, H16 1.158
5 C 2.679 1.258 0.742  N7 1.408, N8 1.377
6 N 4.703 -0.658 -1.095  C1 1.150
7 N 1.430 0.775 0.310  C2 1.378, C5 1.408, H17 1.060
8 N 2.968 2.523 0.282  C5 1.377, O10 1.249, O13 1.242
9 O 3.493 -3.106 0.849  C3 1.133
10 O 4.072 2.976 -0.084  N8 1.249
11 O 1.159 -1.040 1.600  C2 1.183
12 O 2.155 -2.740 -0.934  C3 1.144
13 O 2.013 3.298 0.455  N8 1.242
14 H 0.021 -0.644 -1.102  C4 1.101
15 H -1.171 0.166 -0.028  C4 1.071
16 H -1.076 -1.633 0.130  C4 1.158
17 H 1.086 1.171 -0.611  N7 1.060

Relative energy (zero: lowest compared OMol25 entry of this formula, charge and spin): 587.06 kJ/mol
E_HOMO: -5.139 eV
Molecular weight: 186.10 g/mol
Total charge: -1
LUMO: 0.1179 hartree

---

# 2
The following is a quantum chemistry calculation of C5H4N4O2 in the gas phase at a distorted geometry, from the OMol25 dataset.

Bonds (Å) are listed after each position.
Cartesian coordinates (Å):
1 O -1.678 1.204 -2.212  C2 1.266
2 C -1.181 0.328 -1.445  O1 1.266, N3 1.392, C11 1.524
3 N -0.953 -0.923 -2.009  C2 1.392, N4 1.286
4 N -0.529 -1.968 -1.391  N3 1.286, C5 1.396
5 C 0.281 -1.710 -0.284  N4 1.396, O6 1.374, C7 1.414
6 O 1.226 -2.648 0.055  C5 1.374, H12 1.006
7 C 0.228 -0.462 0.379  C5 1.414, N8 1.402, C11 1.489
8 N 1.052 0.013 1.408  C7 1.402, C9 1.296
9 C 0.919 1.298 1.519  N8 1.296, N10 1.370, H13 1.022
10 N -0.019 1.733 0.620  C9 1.370, C11 1.484, H14 1.016
11 C -0.739 0.600 -0.012  C2 1.524, C7 1.489, N10 1.484, H15 1.095
12 H 2.138 -2.422 -0.306  O6 1.006
13 H 1.324 1.902 2.237  C9 1.022
14 H -0.459 2.629 0.811  N10 1.016
15 H -1.609 0.426 0.630  C11 1.095

Relative energy (zero: lowest compared OMol25 entry of this formula, charge and spin): 407.08 kJ/mol
E_HOMO: -8.647 eV
Molecular weight: 152.11 g/mol
LUMO: -0.0672 hartree
SMILES: O=C1N=NC(O)=C2N=CN[C@@H]12

---

# 3
The following is a quantum chemistry calculation of an isolated ion of composition C5H4NO2 and charge -1 at a distorted geometry, from the OMol25 dataset.

Bonds (Å) are listed after each position.
Cartesian coordinates (Å):
1 N 2.174 -2.697 -0.494  C2 1.124
2 C 1.787 -1.686 -0.190  N1 1.124, C3 1.399
3 C 1.424 -0.340 -0.067  C2 1.399, C4 1.678, C7 1.890, C8 1.530
4 C 2.562 0.889 0.033  C3 1.678, O5 1.207, O6 1.206
5 O 2.395 1.788 -0.755  C4 1.207
6 O 3.351 0.689 0.924  C4 1.206
7 C -0.204 -0.104 0.865  C3 1.890, C8 1.565, H9 1.074, H10 1.051
8 C 0.056 -0.028 -0.677  C3 1.530, C7 1.565, H11 1.110, H12 1.079
9 H -0.375 0.703 1.552  C7 1.074
10 H -0.739 -0.953 1.179  C7 1.051
11 H -0.505 -0.815 -1.224  C8 1.110
12 H -0.075 0.966 -1.076  C8 1.079

Relative energy (zero: lowest compared OMol25 entry of this formula, charge and spin): 123.47 kJ/mol
E_HOMO: -4.790 eV
Molecular weight: 110.09 g/mol
Total charge: -1
LUMO: 0.1431 hartree
SMILES: N#CC1(C(=O)[O-])CC1

---

Number 1: gap between HOMO and LUMO 0.3067 Eh. Number 2: gap between HOMO and LUMO 0.2506 Eh. Number 3: gap between HOMO and LUMO 0.3191 Eh.